Entry 1:
71
Properties=species:S:1:pos:R:3:forces:R:3 method="wB97M-V/def2-TZVPD" largest_force_ha_per_bohr=0.076 lumo_ev=-6.40 gap_ev=7.0520 charge=+2 energy_ha=-7070.10542
Al 0.622431 -0.055615 0.659192 0.4 0.3 0.1
Cl -2.304928 6.360492 0.449442 0.0 -0.3 -0.1
C -1.340333 4.946898 0.734888 -1.2 -0.2 0.1
C -0.036446 5.092530 1.099063 3.1 -1.2 0.9
C 0.786499 3.946282 1.340179 -3.6 1.0 -1.0
C 0.238093 2.657440 1.235289 1.1 0.6 0.0
O 1.054324 1.626634 1.399316 -0.4 -1.4 -0.3
C -1.126106 2.524081 0.974002 -1.6 0.8 0.0
C -1.823004 1.302755 1.220278 0.6 -0.3 -0.3
N -1.235678 0.149507 1.244151 0.7 0.4 -1.0
C -1.796613 -1.023934 1.746354 0.2 -0.2 1.6
C -3.099145 -1.306794 1.992722 -1.0 0.9 -1.1
C -3.438947 -2.439734 2.743122 1.2 -0.2 -0.1
C -2.523076 -3.334770 3.237511 -0.5 1.0 -0.2
C -1.154039 -3.012572 3.054936 0.0 -0.6 0.7
C -0.098864 -3.687734 3.706731 0.5 -0.9 0.6
C 1.206432 -3.293453 3.508361 -2.6 1.4 -1.1
C 1.415601 -2.222317 2.627608 0.0 -1.5 0.6
N 0.461100 -1.553841 2.062062 0.7 1.3 -0.8
C -0.810754 -1.881102 2.327859 -1.2 0.4 -0.9
C -1.906132 3.691625 0.739737 -0.8 0.1 -0.5
H 0.413828 6.073597 1.257359 -0.2 -0.2 -0.3
H 1.782428 4.026495 1.578350 2.1 0.3 0.6
H -2.858333 1.346914 1.472775 -0.8 0.2 0.2
H -3.929882 -0.686174 1.549261 1.0 -0.6 0.7
H -4.448735 -2.512532 2.954755 -1.9 -0.7 0.4
H -2.880861 -4.184037 3.805478 0.3 0.0 0.1
H -0.344968 -4.525598 4.385705 0.2 0.5 -0.5
H 2.057618 -3.681428 3.922788 1.6 -1.4 1.2
H 2.407142 -2.052724 2.332284 1.1 0.6 -0.3
H -2.993882 3.675438 0.507401 0.9 -0.5 0.3
Se 2.912978 -1.816648 -1.765044 -0.5 -1.3 -0.1
Se 1.851350 -3.624097 -0.540056 0.5 1.2 -0.8
C 0.077031 -3.110560 -1.031531 -1.1 -0.1 0.7
C -0.713997 -4.113985 -1.548733 0.2 -1.1 -0.7
C -2.029448 -3.910055 -1.850763 -0.4 2.1 0.8
C -2.610978 -2.657371 -1.575599 0.7 -0.6 -0.8
C -1.779740 -1.679698 -1.053781 0.2 -1.6 0.3
N -0.487128 -1.943854 -0.724455 0.5 1.6 0.1
C 3.608836 -0.933442 -0.253080 0.4 -0.2 -0.6
C 4.966229 -0.787299 -0.134592 0.4 0.9 0.1
C 5.493021 -0.093852 0.981808 0.8 -1.6 -1.7
C 4.602233 0.285321 1.919821 -0.5 1.2 1.6
C 3.257398 0.183071 1.686189 0.1 -0.2 0.7
N 2.763449 -0.436479 0.618751 -2.4 1.3 1.1
H -0.362607 -5.105293 -1.794466 0.6 0.1 0.1
H -2.564404 -4.702021 -2.273933 -1.0 -0.9 -0.6
H -3.631973 -2.450931 -1.864977 0.0 0.1 0.2
H -2.182473 -0.724917 -0.783577 0.2 0.4 -0.1
H 5.511971 -1.101951 -1.007848 0.7 -0.2 0.3
H 6.564658 0.011293 1.090949 0.0 0.2 0.0
H 4.808852 0.774573 2.867613 0.7 -0.1 -0.3
H 2.615694 0.630489 2.442256 -0.3 -0.4 -0.5
C 0.631934 1.437477 -4.086248 0.0 -1.2 1.6
C -0.582973 1.760502 -3.207131 1.7 -0.1 0.8
C -0.341263 3.208808 -2.818556 -1.4 -0.1 1.1
C -1.911367 1.593895 -3.911338 0.3 -1.2 -0.1
N -0.536683 0.873919 -1.953134 -0.9 0.4 -0.8
N 0.681993 0.894265 -1.196068 -0.9 -1.0 0.8
H 0.481192 1.845754 -5.047060 0.1 0.3 -1.2
H 0.813223 0.348304 -4.095980 -0.1 0.3 -0.5
H 1.506077 1.895304 -3.605887 0.0 0.0 -0.4
H -0.029074 3.760109 -3.711069 -0.3 0.2 0.4
H 0.467628 3.240169 -2.090411 0.1 0.4 0.0
H -1.266772 3.595417 -2.318262 0.9 0.2 -0.6
H -1.997788 2.466303 -4.550870 -0.5 0.0 -0.1
H -2.755053 1.500205 -3.203389 0.4 0.3 -0.4
H -1.872990 0.687719 -4.560060 -0.3 0.6 0.4
H -0.602884 -0.090824 -2.277290 -0.1 0.3 0.0
H 0.906635 1.835187 -0.940104 0.1 0.7 0.0
H 1.442445 0.488866 -1.701054 0.9 -0.1 -0.7

Entry 2:
11
Properties=species:S:1:pos:R:3:forces:R:3 method="wB97M-V/def2-TZVPD" largest_force_ha_per_bohr=0.091 lumo_ev=-11.65 gap_ev=9.4216 charge=+2 energy_ha=-426.17895 smiles="N=[N+]=NC(N)=[N+]=C=O"
N -1.584153 -2.514036 0.751713 -0.3 -1.5 0.0
N -0.992539 -1.601130 0.443633 -0.5 1.1 -1.5
N -0.361286 -0.671892 0.131685 1.5 -0.4 0.4
C -0.358678 0.685112 -0.239931 -4.4 1.4 -0.2
N 0.718781 1.365620 -0.323914 0.9 -2.1 0.1
N -1.575022 1.252792 -0.416477 1.6 -2.0 0.5
C -2.080237 2.285939 -0.890107 0.0 -0.8 1.1
O -2.768662 3.135672 -1.133850 -0.4 1.2 -0.9
H -1.890999 -3.465588 0.334442 0.5 1.4 0.6
H 1.596296 0.885077 -0.452545 0.7 0.3 0.4
H 0.620409 2.345931 -0.273211 0.5 1.5 -0.4

Entry 3:
82
Properties=species:S:1:pos:R:3:forces:R:3 method="wB97M-V/def2-TZVPD" largest_force_ha_per_bohr=0.042 spin_multiplicity=2 lumo_ev="-4.26 / -4.15" gap_ev="5.7515 / 6.1634" charge=+1 energy_ha=-8807.88759
Cr 0.072810 -0.214604 -0.050664 -0.3 -0.5 2.1
O -1.744278 1.180421 3.197322 0.2 -0.3 -0.3
C -1.413182 0.635037 2.168548 -1.7 -0.1 0.6
O -0.284937 0.715818 1.569644 1.9 0.2 -0.4
C -2.379596 -0.249753 1.391277 0.1 0.0 0.4
C -3.651783 -0.567143 1.841048 0.2 0.0 -0.2
C -4.432280 -1.411992 1.068565 0.3 0.1 0.0
C -3.892319 -1.925691 -0.103680 0.0 0.0 0.1
C -2.607267 -1.566067 -0.470062 -0.2 -0.2 -0.3
N -1.863517 -0.731919 0.254368 -0.7 0.0 0.3
H -3.992055 -0.148165 2.776120 0.0 0.1 0.0
H -5.431025 -1.676311 1.377751 -0.1 0.0 0.0
H -4.457332 -2.611104 -0.714943 0.0 0.0 -0.1
H -2.155567 -1.972032 -1.367911 0.0 0.1 0.0
Br 0.651446 -4.714233 2.252651 0.1 0.1 -0.4
C 0.909570 -4.236118 0.449375 -0.4 1.5 0.4
C 1.237384 -5.206839 -0.503971 0.3 -0.4 -1.2
C 1.410327 -4.881081 -1.823833 0.1 -0.9 0.4
Br 1.881695 -6.252372 -3.046826 0.0 0.2 0.2
C 1.225014 -3.545942 -2.314942 0.1 0.0 -1.0
C 1.351589 -3.157286 -3.614760 -0.2 0.0 0.7
C 1.112505 -1.755212 -4.019800 -0.2 -0.1 0.0
C 0.639275 -0.801995 -2.892143 -0.4 0.5 -0.5
N 0.502833 -1.306433 -1.557089 0.7 -1.5 -1.0
C 0.834826 -2.570854 -1.323660 -0.2 0.8 0.3
C 0.747117 -2.895471 0.067340 0.4 -1.4 0.1
O 0.507049 -1.905109 0.843399 -0.5 1.0 0.2
H 1.371788 -6.230207 -0.186910 0.0 0.0 0.0
H 1.616043 -3.859894 -4.391418 0.0 -0.2 0.1
H 0.457135 -1.745967 -4.894912 0.0 0.0 0.1
H -0.296862 -0.280469 -3.124178 0.2 -0.1 -0.1
C 1.781606 3.620118 -1.457087 0.1 0.1 0.1
N 1.202175 2.352662 -1.023674 -0.2 -0.2 0.1
P 2.087472 0.996797 -0.462830 0.3 0.7 -0.6
C 3.509660 1.696269 0.420605 -0.2 -0.3 0.1
C 4.567205 2.287496 -0.276275 -0.1 -0.1 0.0
C 5.632910 2.827096 0.418534 0.0 0.0 -0.1
C 5.668601 2.752717 1.802753 -0.1 -0.1 0.0
C 4.628731 2.152077 2.495836 0.1 0.1 0.1
C 3.540617 1.635078 1.811365 -0.1 -0.1 -0.1
C 2.813140 0.232399 -1.938977 0.4 -0.3 0.4
C 1.899601 0.088803 -3.116804 0.0 0.3 0.0
C 2.379145 -0.867695 -4.233489 0.1 -0.1 -0.2
C 3.684038 -1.553417 -4.001877 0.2 0.1 0.2
C 4.427294 -1.320895 -2.919983 0.0 -0.4 -0.6
C 3.978583 -0.432955 -1.871331 -0.6 0.6 0.3
P -0.456217 1.957096 -1.163785 0.5 1.3 0.1
C -0.941278 2.922114 -2.653901 -0.1 -0.5 0.1
C -0.856577 2.401472 -3.941570 0.0 0.0 0.0
C -1.214456 3.172493 -5.035131 0.0 0.0 -0.1
C -1.663410 4.470388 -4.859670 0.0 0.0 0.0
C -1.726669 5.005781 -3.583415 0.0 0.0 -0.1
C -1.371569 4.237772 -2.489517 0.0 0.0 0.1
C -1.378892 2.860538 0.118722 -0.1 -0.3 -0.1
C -0.799821 3.578064 1.157087 0.0 0.0 -0.3
C -1.600305 4.051688 2.182814 0.0 0.1 0.0
C -2.963545 3.800153 2.182460 0.0 0.1 0.0
C -3.542720 3.075278 1.153102 -0.1 0.1 0.1
C -2.750719 2.604136 0.124390 0.2 0.1 -0.2
H 1.958336 3.652420 -2.536361 -0.1 -0.1 0.0
H 2.731957 3.763243 -0.944592 -0.1 0.1 0.0
H 1.114528 4.439256 -1.191100 0.1 0.0 0.0
H 4.557444 2.308396 -1.357559 0.0 0.0 0.0
H 6.437932 3.302028 -0.121860 0.1 0.0 0.0
H 6.512400 3.158559 2.338490 0.1 0.0 0.1
H 4.667260 2.088566 3.572936 0.0 0.0 0.1
H 2.715471 1.176301 2.342807 0.0 0.0 0.1
H 1.638567 1.083302 -3.490616 0.0 0.0 0.0
H 2.391526 -0.407800 -5.224647 0.0 0.0 0.1
H 3.998059 -2.252868 -4.762277 0.2 -0.1 -0.1
H 5.375489 -1.816460 -2.785175 0.1 -0.1 0.0
H 4.610444 -0.314082 -1.001503 0.0 -0.1 0.1
H -0.518951 1.390513 -4.110909 0.0 -0.1 0.0
H -1.149397 2.752791 -6.028118 0.0 0.0 -0.1
H -1.967282 5.061733 -5.710910 0.0 0.0 -0.1
H -2.060624 6.021256 -3.434691 0.0 0.1 0.0
H -1.438131 4.662411 -1.499286 -0.1 0.0 0.0
H 0.269234 3.741461 1.175888 0.1 0.0 0.0
H -1.153967 4.601965 2.996893 0.0 0.0 0.1
H -3.574418 4.150842 2.999067 0.0 0.0 0.1
H -4.602406 2.867882 1.163785 -0.1 0.0 0.0
H -3.182795 2.028191 -0.688686 -0.1 0.0 0.0

Entry 4:
14
Properties=species:S:1:pos:R:3:forces:R:3 method="wB97M-V/def2-TZVPD" largest_force_ha_per_bohr=0.025 lumo_ev=-0.21 gap_ev=8.6027 energy_ha=-398.90967
C 0.840296 -0.477250 -0.353135 0.2 0.6 -1.0
N -0.143730 -0.221830 -1.435566 -0.6 0.1 0.4
O 1.376661 0.911166 -0.112701 -0.4 -0.7 0.3
O 1.678143 -1.373732 -0.454629 -0.6 0.3 0.6
H 2.270067 0.741708 0.219388 -0.2 0.0 0.0
H -0.429341 -1.095187 -1.865917 0.4 0.3 -0.2
H 0.123620 0.523045 -2.071482 0.3 -0.5 -0.1
C -1.329600 0.331643 0.599057 1.1 0.1 0.6
C -0.373802 -0.653592 1.009133 -0.2 0.4 -0.1
O -1.056497 1.610701 0.640416 0.2 -0.7 -0.2
H -0.054371 1.688982 0.641295 -0.4 -0.1 0.1
H -2.340676 0.105019 0.281258 0.1 0.0 -0.1
H -0.752449 -1.672055 0.995739 0.1 0.1 -0.1
H 0.191676 -0.418620 1.907148 0.0 0.1 -0.1

Entry 5:
63
Properties=species:S:1:pos:R:3:forces:R:3 method="wB97M-V/def2-TZVPD" largest_force_ha_per_bohr=0.058 lumo_ev=2.34 gap_ev=7.2683 charge=-1 energy_ha=-3248.57252
Tl -2.240811 -2.169806 0.486454 0.1 -0.1 1.1
S -1.737731 2.429117 1.046405 -0.4 -0.1 -0.7
C -3.164878 2.109507 0.096924 1.4 0.4 0.8
C -3.352625 0.793230 -0.042298 -0.9 -2.0 -1.5
C -2.353720 -0.020662 0.564943 0.4 0.3 0.2
C -1.370815 0.731473 1.138863 -1.2 0.8 -0.1
C -0.248701 0.337852 1.945062 0.4 -1.2 1.0
C 0.857179 1.136449 2.159428 0.5 1.4 -1.2
C 1.849056 0.742077 3.014891 0.7 -0.3 1.1
C 1.717874 -0.468618 3.679554 -0.9 -0.3 -0.8
C 0.640866 -1.282991 3.310509 -0.1 0.5 0.8
N -0.350061 -0.866810 2.536089 0.2 -0.1 -0.4
H -3.616113 2.895664 -0.434956 -0.7 0.8 -0.3
H -4.109374 0.315719 -0.732920 0.7 0.8 1.0
H 1.029252 2.054945 1.564532 -0.5 -0.6 0.5
H 2.753662 1.340703 3.175212 -0.6 -0.1 -0.1
H 2.395069 -0.833930 4.415502 0.7 -0.1 0.2
H 0.536717 -2.272748 3.767424 0.0 0.2 -0.3
N 3.260650 -1.999409 1.163611 0.1 0.7 -0.8
C 3.696059 -0.724662 1.005098 0.7 -1.4 1.5
N 4.657664 -0.292237 1.899419 0.2 1.1 -1.0
C 4.940133 1.016909 1.777888 -1.5 -0.6 0.1
N 5.906013 1.596896 2.556790 0.2 -0.6 -0.3
N 4.227182 1.900605 1.028228 0.5 -0.5 -0.4
C 3.383884 1.323409 0.162337 -0.5 0.1 0.6
N 3.127830 0.028262 0.058886 -0.1 0.7 -0.2
C 2.578324 2.261565 -0.718896 0.6 0.3 -0.5
C 3.204654 3.482809 -1.153473 -0.1 -2.3 1.2
C 2.543857 4.205618 -2.096324 -1.1 -0.1 0.2
C 1.257005 3.826714 -2.485752 -0.1 0.0 0.3
C 0.746006 2.645915 -2.002527 0.5 0.0 0.8
N 1.374961 1.842766 -1.123954 0.9 0.8 -0.3
H 3.758994 -2.608328 1.820774 -0.5 0.6 -0.6
H 2.553025 -2.329813 0.421708 0.9 0.0 0.8
H 6.336144 1.056204 3.275888 0.0 -0.5 0.2
H 5.702450 2.529935 2.816793 -0.1 0.9 0.0
H 4.168626 3.678722 -0.665416 -0.4 0.3 -0.7
H 2.929666 5.094353 -2.482783 0.7 1.4 -0.5
H 0.577111 4.477597 -3.037384 0.5 -0.2 -0.3
H -0.219014 2.343087 -2.319457 -0.9 -0.4 -0.1
O 1.744620 -2.445847 -0.977708 2.6 -0.6 -0.5
C 0.563989 -2.261587 -0.863087 -2.7 0.0 1.3
O -0.089650 -2.596986 0.194658 0.2 -0.2 0.0
C -0.156445 -1.572889 -1.958098 -0.3 -0.1 -1.9
C 0.649870 -0.649485 -2.638221 -2.0 0.8 -0.8
C 0.160256 0.057542 -3.753627 1.5 0.1 -0.2
C -1.003932 -0.330897 -4.336105 -1.2 -0.6 0.2
C -1.773674 -1.278586 -3.697307 -1.7 -0.9 -0.2
C -1.446005 -1.921009 -2.506403 1.4 1.1 0.4
S -2.659749 -2.986135 -1.784649 0.1 -0.4 -0.6
H 1.574127 -0.347229 -2.234773 1.0 -0.1 0.5
H 0.714491 0.857747 -4.261678 0.2 -0.4 0.5
H -1.430444 0.068115 -5.241010 0.3 0.4 -0.2
H -2.761779 -1.537948 -4.124455 0.6 0.2 0.2
Te -3.363630 -3.694988 2.585109 0.3 0.1 -0.3
C -5.156338 -3.209773 1.613218 -0.4 0.8 -0.2
C -5.432590 -3.403571 0.293768 0.1 -0.5 -1.1
C -6.646700 -2.808623 -0.174103 0.0 0.6 0.3
C -7.240681 -2.089373 0.810944 0.5 0.1 0.5
S -6.344040 -2.126219 2.268695 0.1 -0.5 0.2
H -4.732719 -3.881922 -0.396222 -0.4 -0.2 0.4
H -7.046382 -2.744955 -1.180682 0.4 -0.5 0.0
H -8.068635 -1.423478 0.768677 -0.6 0.2 -0.2

Entry 6:
23
Properties=species:S:1:pos:R:3:forces:R:3 method="wB97M-V/def2-TZVPD" largest_force_ha_per_bohr=0.057 lumo_ev="-0.49 / -0.49" gap_ev="5.4922 / 5.4928" energy_ha=-482.11806
O 1.545811 -0.232377 -1.984515 0.0 1.5 0.4
C -0.761654 -0.913325 -1.901535 -2.7 0.2 1.0
C -1.745413 -0.320341 -1.123209 1.3 -1.7 -1.9
O -1.993158 -0.857144 0.125427 0.0 0.0 0.6
C -2.163352 0.044619 1.198366 -0.2 -0.1 -0.1
C -0.902921 0.207568 2.019531 0.1 -0.1 0.3
O -0.111949 1.262443 1.507608 0.1 0.4 -0.2
C 1.139965 1.397977 2.153696 -0.1 -0.3 0.0
H -0.343120 -1.858982 -1.534295 0.5 0.9 -0.2
H -0.831974 -0.712893 -2.975373 0.5 -0.1 0.5
H -2.653143 0.058096 -1.612478 0.5 0.7 0.2
H -2.946428 -0.363813 1.852492 0.2 0.0 -0.2
H -2.515650 1.021062 0.830163 0.1 -0.1 0.1
H -0.321442 -0.730274 2.006236 -0.2 0.2 0.0
H -1.182251 0.441741 3.060672 0.1 0.0 -0.1
H 1.646743 2.262408 1.708802 0.0 -0.1 0.2
H 0.993355 1.567465 3.231140 0.2 0.0 -0.2
H 1.759798 0.503272 1.982840 -0.1 0.2 0.1
Cs 0.412892 2.586804 -1.056279 0.3 -1.0 -0.5
C 2.534471 -1.138472 -2.298939 -0.8 0.2 0.1
H 3.535905 -0.706276 -2.505185 -0.1 0.1 0.0
H 2.673433 -1.851900 -1.458192 0.2 -0.3 -0.4
H 2.230080 -1.667658 -3.226974 0.4 -0.4 0.2